{"formula": "C6H11BrS", "method": "ωB97M-V with the def2-TZVPD basis set", "elements": ["C", "C", "C", "C", "C", "Br", "H", "H", "H", "H", "H", "H", "H", "C", "S", "H", "H", "H", "H"], "coordinates": [[2.82574, 1.53686, 0.18801], [1.51977, 0.83176, 0.37909], [1.27138, -0.64408, -0.18469], [0.92607, 1.00739, 1.79624], [0.36038, 1.65707, 0.80302], [-1.02373, 2.73144, 0.00849], [3.42461, 0.75658, 0.55960], [2.99352, 2.52566, 0.59999], [2.94611, 1.74588, -0.98761], [0.26885, -0.63363, -0.56879], [1.30252, -1.37287, 0.58290], [1.91225, -0.86565, -0.99872], [1.03105, 0.72305, 2.85268], [-3.61404, -2.02786, -0.89308], [-2.06296, -1.32885, -0.24588], [-4.47263, -1.34797, -1.02584], [-4.04748, -2.78220, -0.26125], [-3.37527, -2.49264, -1.85767], [-2.18614, -0.01997, -0.74650]], "forces_ev_per_angstrom": [[-0.5, 0.1, -4.2], [-1.3, -0.5, 1.3], [-0.1, 3.1, 0.0], [-1.0, 1.2, -0.7], [-0.3, -0.8, 0.5], [0.8, -0.6, 0.7], [2.2, -0.3, 0.1], [-0.4, -0.2, 0.7], [0.3, -0.9, 2.4], [-0.3, -0.1, -0.3], [0.3, -0.7, 0.8], [0.8, -0.4, -0.7], [-0.2, 0.3, -0.8], [-0.5, 0.2, -1.1], [-0.8, 1.3, -0.2], [0.8, 0.3, 0.0], [0.4, -0.5, 0.6], [-0.3, 0.1, 0.2], [0.0, -1.4, 0.5]], "e_lumo_ev": 0.66, "smiles": "CC1(C)C=C1Br.CS", "homo_energy_ev": -8.991, "e_tot_ha": -3207.271780}



{"formula": "C6H11Cl", "method": "ωB97M-V with the def2-TZVPD basis set", "elements": ["C", "C", "C", "C", "C", "C", "Cl", "H", "H", "H", "H", "H", "H", "H", "H", "H", "H", "H"], "coordinates": [[0.82435, 1.97092, -0.79943], [0.15374, 0.75563, -0.56424], [0.15167, -0.15136, -1.71356], [-0.53686, 0.44184, 0.74784], [-1.24601, -0.78279, 1.06530], [-0.39617, -1.93326, 1.71381], [-2.73823, -0.26616, 2.06657], [0.96868, 2.83144, -0.00404], [1.78003, 1.88507, -1.41680], [0.19141, 2.65205, -1.47121], [-0.66303, 0.04367, -2.37339], [1.11289, -0.06356, -2.32347], [0.09305, -1.21783, -1.42217], [-0.28235, 1.14107, 1.54443], [-1.89694, -1.12618, 0.22767], [-0.00996, -1.60017, 2.76012], [-0.93974, -2.91553, 1.74480], [0.53042, -1.76873, 1.08316]], "forces_ev_per_angstrom": [[1.6, 6.1, -1.0], [-3.7, -3.0, 6.6], [1.5, -1.8, -0.7], [4.3, 2.4, -5.4], [-2.2, -1.3, 0.1], [0.6, 2.2, 0.6], [0.5, -0.2, 0.4], [0.0, -2.4, -0.7], [-1.0, -0.1, 1.1], [0.5, -1.1, 0.2], [-0.7, 0.2, -0.7], [-1.2, 0.0, 0.8], [-0.1, 0.5, -0.1], [-0.4, -0.1, -0.1], [1.4, -0.2, 0.1], [-1.0, -0.7, -1.6], [0.9, 1.0, -0.2], [-0.8, -1.4, 0.5]], "e_lumo_ev": 0.84, "smiles": "CC(C)=C[C@@H](C)Cl", "homo_energy_ev": -8.468, "e_tot_ha": -695.323398}



{"formula": "C6H11Cl", "method": "ωB97M-V with the def2-TZVPD basis set", "elements": ["C", "C", "C", "C", "C", "C", "Cl", "H", "H", "H", "H", "H", "H", "H", "H", "H", "H", "H"], "coordinates": [[-0.61085, 0.65881, 1.06813], [-3.75484, 0.98231, 0.63150], [1.69954, 0.69220, 0.07541], [-0.27887, -0.15349, -1.39940], [-0.02393, -0.74724, 1.13191], [0.34380, 0.14706, 0.00762], [-3.80911, -0.52349, -0.14658], [-1.69859, 0.70433, 0.93909], [-3.43038, 1.72952, -0.13083], [2.26894, 0.11255, 0.80884], [1.65085, 1.72720, 0.48539], [2.20950, 0.53149, -0.86330], [-0.07187, -0.95346, -2.05618], [-1.31640, -0.36301, -1.25944], [-0.33635, 0.69144, -2.17594], [-0.74082, -1.59774, 0.92405], [0.69982, -1.09720, 1.84022], [-0.25057, 1.45644, 1.62738]], "forces_ev_per_angstrom": [[-0.5, -1.7, -0.9], [-0.1, 0.0, 0.1], [1.2, 0.6, 1.0], [-1.0, 2.3, -0.3], [-1.8, -1.3, -0.2], [-2.2, -1.0, -1.9], [-0.2, 0.3, -0.1], [0.6, 0.0, -0.2], [-0.1, -0.5, -0.1], [0.1, 0.2, 0.0], [0.6, -0.4, -0.9], [0.2, 0.7, -0.3], [1.7, -1.5, 0.0], [-1.0, 0.1, 0.5], [0.5, -0.4, 1.6], [0.6, 1.2, 0.1], [0.5, 0.4, 0.3], [0.7, 1.0, 1.3]], "e_lumo_ev": -1.00, "homo_energy_ev": -9.248, "e_tot_ha": -695.201370}



{"formula": "C6H11ClF5OsRu", "method": "ωB97M-V with the def2-TZVPD basis set", "elements": ["Ru", "Cl", "C", "H", "H", "H", "Os", "C", "C", "C", "H", "H", "H", "H", "H", "H", "H", "H", "F", "C", "F", "C", "F", "F", "F"], "coordinates": [[-0.88445, 0.32879, 0.09155], [1.28511, -2.94265, -0.32093], [0.03280, -0.07551, 1.84504], [-0.23160, 0.82367, 2.42943], [1.13758, -0.17428, 1.87139], [-0.41135, -0.97575, 2.28737], [1.28644, -0.34012, -0.41890], [1.10692, -0.42186, -2.40611], [3.22824, -0.35998, 0.27574], [1.17707, 1.57661, -0.48339], [3.50905, 0.63700, 0.63936], [3.32566, -1.12543, 1.05801], [3.85863, -0.64569, -0.58026], [0.88651, 0.55728, -2.84870], [2.06085, -0.81676, -2.79320], [0.32713, -1.15804, -2.65483], [1.31181, 2.18052, 0.42456], [0.91683, 2.10535, -1.40725], [-2.89236, -1.35588, 1.44284], [-2.70653, -0.55026, 0.33162], [-3.09809, -1.25032, -0.80054], [-3.59536, 0.71101, 0.47038], [-4.88443, 0.32559, 0.49422], [-3.31898, 1.37192, 1.63151], [-3.42749, 1.57477, -0.57892]], "forces_ev_per_angstrom": [[-5.2, 3.1, -0.3], [-0.4, 1.9, 0.1], [1.6, -0.5, 1.9], [0.0, -0.1, -0.1], [-0.2, 0.0, 0.6], [0.1, 0.2, -0.1], [5.9, -8.9, -1.2], [-0.7, -0.1, -1.6], [1.6, 0.6, 0.9], [-0.9, 4.1, 0.1], [0.3, -0.3, 0.1], [0.1, 0.3, -0.1], [-0.2, 0.1, 0.2], [0.0, -0.4, -0.2], [-0.2, 0.2, 0.1], [0.2, 0.3, -0.2], [0.2, 0.0, -0.5], [0.2, 0.2, 0.5], [0.0, 0.8, -1.2], [-1.5, -1.0, -0.3], [0.0, 0.4, 1.1], [-1.2, -0.4, 0.2], [0.4, 0.7, 0.0], [-0.2, -0.4, -1.1], [-0.1, -0.7, 1.0]], "spin_multiplicity": 10, "s2": 24.77, "e_lumo_ev": [0.20, -4.19], "homo_energy_ev": [-6.556, -10.222], "e_tot_ha": -1379.821142}



{"formula": "C6H11ClN2", "method": "ωB97M-V with the def2-TZVPD basis set", "elements": ["C", "C", "C", "C", "C", "C", "N", "N", "Cl", "H", "H", "H", "H", "H", "H", "H", "H", "H", "H", "H"], "coordinates": [[0.50851, -1.49687, -0.85948], [-1.88808, -0.43314, 0.26863], [0.96672, -0.48210, 0.15105], [1.80711, -0.74356, -1.22624], [1.47424, -0.70278, 1.60401], [-2.09590, 1.94903, -0.20532], [0.26061, 0.68832, 0.01436], [-1.30536, 0.71464, 0.18998], [-3.59274, -0.42194, -0.05027], [1.02761, -2.37501, -0.65502], [1.58723, -0.26601, -1.99245], [-0.39626, -1.53568, -1.46893], [2.77821, -1.11309, -1.15480], [2.37366, -0.01038, 1.66185], [1.96867, -1.63671, 1.61650], [0.79976, -0.47456, 2.39224], [-2.90685, 1.86638, 0.46626], [-1.58126, 2.95536, -0.00246], [-2.34546, 2.04300, -1.31801], [0.55960, 1.47510, 0.56810]], "forces_ev_per_angstrom": [[2.5, -0.3, 0.5], [0.9, -0.8, 0.6], [-0.3, -0.7, -1.1], [-1.5, -2.8, 7.4], [2.6, 1.2, -2.9], [2.6, 1.6, -1.0], [-3.8, 3.4, -0.9], [0.8, 0.3, -1.2], [-0.5, 0.1, 0.0], [-0.8, -2.5, 0.9], [-1.2, 5.7, -6.3], [0.5, 0.4, 0.4], [1.2, -1.3, 0.2], [-1.1, -0.4, 0.3], [0.0, -1.4, 0.7], [-0.8, -0.2, 0.4], [-1.2, 0.4, 0.1], [-0.2, -1.7, 0.1], [0.1, -0.8, 1.6], [0.1, -0.1, 0.2]], "e_lumo_ev": 0.85, "homo_energy_ev": -8.088, "e_tot_ha": -804.684295}



{"formula": "C6H11ClO", "method": "ωB97M-V with the def2-TZVPD basis set", "elements": ["C", "C", "C", "C", "C", "C", "O", "Cl", "H", "H", "H", "H", "H", "H", "H", "H", "H", "H", "H"], "coordinates": [[-1.16757, 0.02288, 0.35686], [-0.62944, -0.22802, -0.98886], [-1.59409, -0.20138, -2.13482], [0.65768, -1.06815, -1.09337], [1.25300, 1.09751, 2.02740], [1.21289, -0.30759, 2.07446], [-0.41161, 1.05817, -0.23633], [2.68172, -0.96577, 2.57945], [-2.22191, 0.30100, 0.34385], [-2.10015, 0.71508, -2.19471], [-2.23760, -0.98988, -1.77142], [-0.95287, -0.41063, -2.97517], [0.55997, -1.64302, -1.98644], [0.74151, -1.45533, -0.09941], [1.35604, -0.18757, -1.23297], [2.12690, 1.64129, 2.60316], [0.25065, 1.54692, 2.45750], [0.99295, 1.52899, 1.05843], [-0.51806, -0.45450, 1.21240]], "forces_ev_per_angstrom": [[0.9, -0.9, 0.8], [0.2, 1.2, 1.9], [1.7, -1.0, 1.2], [-1.0, 3.9, 0.0], [0.0, 3.9, 2.9], [0.0, -1.2, 0.0], [0.2, -0.2, -1.8], [0.4, -0.2, 0.1], [0.0, -0.4, 0.8], [-0.7, 1.2, -0.2], [-0.7, -0.5, -1.2], [-0.7, -0.2, -0.9], [0.5, -1.0, -0.1], [0.8, -1.1, 0.0], [0.1, -1.6, 0.0], [-1.5, -0.9, -1.4], [1.5, -1.2, -0.3], [0.6, -0.4, -0.6], [-2.3, 0.6, -1.2]], "e_lumo_ev": -0.32, "homo_energy_ev": -8.541, "e_tot_ha": -770.428996}